Model P:
A structure of composition C57H66F3MnN4O5S2, computed with ωB97M-V/def2-TZVPD.

The geometry in XYZ format:
```
138
C57H66F3MnN4O5S2, DFT ωB97M-V/def2-TZVPD
Mn 1.0574 -0.0981 -0.2145
C -5.7161 -3.4478 -0.2400
C -4.7236 -3.2158 0.9098
C -4.5819 -4.5099 1.7285
C -5.3038 -2.1437 1.8350
C -3.3588 -2.8172 0.3445
C -2.7602 -1.5976 0.6389
C -1.5053 -1.2794 0.1189
N -0.7760 -0.1071 0.3151
C -1.1725 0.7941 1.3026
C -2.4493 1.3512 1.4092
C -2.7965 2.1064 2.5180
C -1.9168 2.1027 3.6020
C -0.6354 1.5555 3.5507
C -0.2213 1.1099 2.2888
O 1.1234 0.8642 1.9078
C 0.0797 1.1716 4.8631
C -0.0846 -0.3606 4.9449
C 1.5738 1.4867 5.0087
C -0.6155 1.7953 6.0792
C -4.1162 2.8657 2.6130
C -4.9646 2.2944 3.7578
C -3.8132 4.3464 2.8881
C -4.9240 2.7764 1.3161
C -0.7605 -2.2579 -0.6128
O 0.5052 -1.9556 -0.8699
C -1.3928 -3.4661 -0.9682
C -2.6793 -3.7025 -0.4878
C -0.6536 -4.4932 -1.8251
C -0.2284 -3.8258 -3.1419
C -1.5199 -5.7052 -2.1729
C 0.5753 -4.9947 -1.0511
H -6.6932 -3.7467 0.1521
H -5.8384 -2.5330 -0.8231
H -5.3623 -4.2299 -0.9116
H -5.5456 -4.7963 2.1610
H -4.2254 -5.3335 1.1101
H -3.8667 -4.3627 2.5399
H -6.2842 -2.4660 2.1937
H -4.6596 -1.9845 2.7021
H -5.4315 -1.1919 1.3149
H -3.2555 -0.8873 1.2836
H -3.1374 1.1828 0.5940
H -2.2496 2.5502 4.5277
H 0.4777 -0.8503 4.1479
H 0.2808 -0.7315 5.9066
H -1.1349 -0.6379 4.8403
H 2.1885 0.9916 4.2598
H 1.7687 2.5564 4.9695
H 1.9004 1.1242 5.9861
H -1.6479 1.4578 6.1746
H -0.0836 1.4932 6.9826
H -0.5977 2.8858 6.0262
H -4.4664 2.4244 4.7196
H -5.9298 2.8046 3.8059
H -5.1459 1.2278 3.6080
H -3.3005 4.4783 3.8416
H -3.1762 4.7636 2.1065
H -4.7415 4.9214 2.9176
H -5.2301 1.7499 1.1035
H -5.8271 3.3828 1.4048
H -4.3476 3.1561 0.4705
H -3.1680 -4.6306 -0.7529
H -1.1145 -3.5334 -3.7121
H 0.3612 -2.9324 -2.9367
H 0.3627 -4.5145 -3.7541
H -2.4174 -5.4081 -2.7194
H -0.9457 -6.3841 -2.8088
H -1.8147 -6.2536 -1.2764
H 1.2283 -4.1624 -0.7914
H 0.2538 -5.4811 -0.1274
H 1.1367 -5.7235 -1.6454
C 3.3702 -4.8443 -2.8723
C 4.0149 -3.6581 -3.6053
C 2.9865 -3.0215 -4.5481
C 5.1662 -4.1863 -4.4668
C 4.4782 -2.6488 -2.5560
C 5.8384 -2.4660 -2.2733
C 6.2640 -1.6064 -1.2754
C 5.3113 -0.8952 -0.5701
S 5.5316 0.2853 0.6784
C 3.7951 0.5900 0.7101
N 3.1227 -0.1830 -0.1218
C 3.9482 -1.0205 -0.8532
C 3.5368 -1.9311 -1.8284
C 3.3106 1.7445 1.4549
C 4.2199 2.7976 1.6887
C 3.8304 4.0217 2.1771
C 2.4858 4.2560 2.4230
C 1.5785 3.2220 2.2909
C 1.9779 1.9583 1.8858
H 3.0124 -5.5835 -3.5930
H 2.5287 -4.5093 -2.2674
H 4.0963 -5.3258 -2.2137
H 2.6567 -3.7526 -5.2892
H 3.4281 -2.1756 -5.0780
H 2.1056 -2.6698 -4.0102
H 4.7592 -4.8527 -5.2284
H 5.8846 -4.7587 -3.8771
H 5.6915 -3.3753 -4.9763
H 6.5907 -3.0081 -2.8277
H 7.3170 -1.4974 -1.0502
H 2.4694 -2.0708 -1.9684
H 5.2559 2.6454 1.4207
H 4.5612 4.8069 2.3154
H 2.1371 5.2385 2.7145
H 0.5416 3.4121 2.5166
F 0.5550 1.5393 -7.3829
C 0.5545 0.2911 -6.8777
F -0.5644 -0.3112 -7.3061
F 1.5969 -0.3508 -7.4416
C 0.6587 0.3049 -5.3898
C -0.3846 -0.1158 -4.5786
C -0.2238 -0.0477 -3.2086
N 0.8948 0.3784 -2.6198
C 1.8970 0.7687 -3.4145
C 1.8235 0.7686 -4.7890
H -1.3023 -0.4896 -5.0091
H -1.0193 -0.3503 -2.5345
H 2.8009 1.1051 -2.9167
H 2.6527 1.1097 -5.3943
N 0.7458 2.5290 -0.7308
C 0.7236 3.8981 -0.3451
C 1.8943 4.6472 -0.4110
C 1.9025 5.9647 0.0120
C 0.7396 6.5377 0.4998
C -0.4354 5.8098 0.5445
C -0.4455 4.4843 0.1249
S 0.7969 8.2579 1.0503
O 1.2665 8.9762 -0.1258
O -0.5684 8.5671 1.4451
O 1.7536 8.2241 2.1506
H 1.5078 2.3716 -1.3705
H -0.1239 2.2484 -1.1617
H 2.8062 4.1780 -0.7730
H 2.8034 6.5649 -0.0172
H -1.3246 6.3009 0.9192
H -1.3499 3.8845 0.1778
```

The spin multiplicity is 6. The calculation puts the gap between HOMO and LUMO (alpha / beta) at 5.29 / 5.47 eV. The total charge is -1. Its highest occupied orbital energy (alpha / beta) is -4.19 / -4.42 eV.

Model Q:
A structure of composition C57H66F3MnN4O5S2, computed with ωB97M-V/def2-TZVPD.

The geometry in XYZ format:
```
138
C57H66F3MnN4O5S2, DFT ωB97M-V/def2-TZVPD
Mn 1.2715 -1.2608 -0.0122
C -4.4205 0.7405 3.1699
C -3.1540 1.1276 3.9354
C -3.1272 2.6555 4.0723
C -3.2265 0.5002 5.3425
C -1.8850 0.6282 3.2448
C -1.8894 -0.0822 2.0591
C -0.7025 -0.5817 1.5055
N -0.6168 -1.3738 0.3798
C -1.6589 -1.5841 -0.4762
C -2.6406 -0.6038 -0.7255
C -3.6612 -0.8160 -1.6212
C -3.8262 -2.1163 -2.1603
C -2.9145 -3.1219 -2.0005
C -1.6684 -2.8111 -1.3069
O -0.6399 -3.5028 -1.4264
C -3.1642 -4.5303 -2.5359
C -4.5153 -4.6505 -3.2447
C -3.1642 -5.4865 -1.3293
C -2.0799 -4.9726 -3.5355
C -4.6112 0.2861 -2.0687
C -4.2010 1.6668 -1.5521
C -4.6068 0.3439 -3.6104
C -6.0415 -0.0074 -1.5903
C 0.5339 -0.4033 2.2189
O 1.6172 -0.9840 1.7251
C 0.5488 0.3412 3.4186
C -0.6617 0.8441 3.8774
C 1.7981 0.5340 4.2965
C 1.8056 1.9312 4.9359
C 3.1444 0.3810 3.5679
C 1.7409 -0.5258 5.4101
H -5.2933 1.0646 3.7394
H -4.4894 -0.3408 3.0249
H -4.4518 1.2438 2.2017
H -3.9161 2.9839 4.7545
H -3.3029 3.1409 3.1154
H -2.1739 3.0105 4.4662
H -4.1984 0.7193 5.7912
H -2.4553 0.9045 5.9985
H -3.0988 -0.5837 5.2913
H -2.8226 -0.3046 1.5598
H -2.5408 0.3479 -0.2175
H -4.7187 -2.3143 -2.7405
H -5.3476 -4.4144 -2.5781
H -4.6373 -5.6820 -3.5808
H -4.5657 -4.0015 -4.1215
H -3.9130 -5.1750 -0.5985
H -2.1852 -5.4885 -0.8500
H -3.4001 -6.5026 -1.6565
H -2.0945 -4.3326 -4.4222
H -2.2651 -6.0051 -3.8461
H -1.0978 -4.9096 -3.0821
H -3.2085 1.9346 -1.9200
H -4.1968 1.7189 -0.4626
H -4.9067 2.4140 -1.9191
H -3.5828 0.3713 -3.9896
H -5.1266 1.2431 -3.9485
H -5.1047 -0.5222 -4.0476
H -6.0961 0.0347 -0.5017
H -6.3728 -0.9955 -1.9130
H -6.7239 0.7392 -2.0035
H -0.6584 1.4122 4.7971
H 1.7581 2.7132 4.1745
H 2.7306 2.0635 5.5013
H 0.9762 2.0799 5.6269
H 3.1926 1.0107 2.6755
H 3.3272 -0.6478 3.2743
H 3.9530 0.6932 4.2357
H 0.8325 -0.4154 6.0046
H 2.6087 -0.4251 6.0690
H 1.7466 -1.5268 4.9749
C 5.8201 4.4319 -1.6890
C 4.9391 3.9166 -0.5411
C 3.4805 4.2516 -0.8703
C 5.2992 4.6449 0.7635
C 5.1775 2.4204 -0.3578
C 6.4498 1.9634 0.0079
C 6.7002 0.6167 0.1776
C 5.6502 -0.2768 0.0503
S 5.6884 -1.9946 0.2719
C 3.9675 -2.0486 -0.0024
N 3.4040 -0.8913 -0.2852
C 4.3470 0.1321 -0.2776
C 4.1621 1.4967 -0.5446
C 3.2212 -3.2581 0.2498
C 3.8436 -4.5103 0.3791
C 3.0982 -5.5922 0.7880
C 1.7599 -5.4155 1.1365
C 1.1474 -4.1812 0.9897
C 1.8378 -3.1012 0.4562
H 5.6818 5.5064 -1.8218
H 5.5573 3.9285 -2.6214
H 6.8776 4.2463 -1.4949
H 3.3713 5.3326 -0.9582
H 2.8017 3.9112 -0.0862
H 3.1706 3.8100 -1.8201
H 5.0552 5.7049 0.6768
H 6.3613 4.5588 0.9970
H 4.7278 4.2340 1.5977
H 7.2594 2.6679 0.1459
H 7.6938 0.2587 0.4155
H 3.2274 1.8566 -0.9367
H 4.8991 -4.6162 0.1487
H 3.5557 -6.5710 0.8594
H 1.1843 -6.2571 1.5024
H 0.1061 -4.0752 1.2611
F 0.6479 -0.8699 -6.9719
C 1.1172 -1.9692 -6.3588
F 0.3613 -3.0009 -6.7839
F 2.3605 -2.1908 -6.8280
C 1.1075 -1.8331 -4.8761
C 1.9199 -2.6317 -4.0802
C 1.9042 -2.4585 -2.7159
N 1.1541 -1.5397 -2.0862
C 0.3280 -0.8257 -2.8644
C 0.2706 -0.9317 -4.2359
H 2.5594 -3.3823 -4.5235
H 2.5053 -3.0948 -2.0840
H -0.3449 -0.1492 -2.3542
H -0.4115 -0.3173 -4.8064
N 1.0553 0.9282 -0.4044
C 0.2194 2.0791 -0.1770
C 0.3529 2.8556 0.9648
C -0.4727 3.9575 1.1562
C -1.4057 4.2881 0.1883
C -1.5108 3.5459 -0.9731
C -0.6939 2.4457 -1.1586
S -2.5871 5.6344 0.4236
O -2.5053 6.3973 -0.8120
O -3.8466 4.9162 0.5925
O -2.1296 6.3350 1.6120
H 1.8707 1.0288 0.1905
H 1.3585 0.9491 -1.3725
H 1.0937 2.5843 1.7069
H -0.3923 4.5871 2.0327
H -2.2264 3.8567 -1.7233
H -0.7465 1.8827 -2.0853
```

The spin multiplicity is 6. The calculation puts the gap between HOMO and LUMO (alpha / beta) at 5.33 / 5.60 eV. The total charge is -1. Its highest occupied orbital energy (alpha / beta) is -4.15 / -4.73 eV.

Stability check: which of them is least stable? model Q.